No. 1
The following is a DFT calculation (ωB97M-V with the def2-TZVPD basis set) of 14 unconnected molecules or ions with the total composition C52H128N4O24 in a non-equilibrium geometry.

XYZ file:
```
208
Properties=species:S:1:pos:R:3:forces:R:3
C 0.772807 3.315007 6.189004 -0.2 -0.7 -0.2
O 0.074989 4.161165 5.305253 0.5 -0.3 -0.2
C 0.278107 3.772391 3.949450 -0.4 0.2 -0.2
C -0.470767 2.505332 3.583461 1.3 -0.9 -0.1
O 0.366953 1.310091 3.837392 -1.2 0.3 0.2
C -0.377394 0.098072 4.123946 1.5 0.7 -0.8
H 1.829432 3.215082 5.948123 0.2 -0.3 -0.7
H 0.295081 2.312245 6.299868 0.4 0.6 -0.2
H 0.829583 3.787984 7.129892 -0.5 0.6 1.3
H 1.347714 3.581269 3.750367 -0.2 0.4 0.0
H -0.125826 4.607673 3.330398 0.5 -0.6 0.4
H -0.699366 2.537749 2.531460 -0.1 -0.2 -0.6
H -1.406150 2.453693 4.101984 -0.6 -0.2 0.6
H -0.800939 0.128408 5.106829 -0.4 0.1 0.7
H 0.365060 -0.718007 4.080135 -0.4 0.3 0.0
H -1.142929 -0.095956 3.382951 -0.3 0.0 -0.2
C -8.274111 -2.350781 -3.118825 -1.2 0.5 -1.0
O -7.899621 -1.294996 -4.054944 -0.3 -2.8 0.1
C -7.407111 -0.202304 -3.394374 -0.1 1.0 1.3
C -6.069326 -0.364428 -2.661134 0.6 -1.9 -0.2
O -5.061427 -0.493433 -3.646120 0.1 0.1 -0.5
C -3.849511 -1.115019 -3.222501 -1.4 -0.1 1.1
H -9.150311 -2.029292 -2.518371 0.4 0.2 -0.1
H -7.476762 -2.634268 -2.449323 0.2 -0.2 0.0
H -8.656797 -3.222383 -3.683833 0.6 0.5 0.0
H -8.186390 0.058988 -2.663041 0.2 0.6 0.3
H -7.343617 0.589351 -4.139302 0.2 0.2 0.1
H -6.010130 -1.337288 -2.057799 -0.5 1.3 -0.4
H -5.866790 0.462598 -1.973904 -0.1 0.2 0.0
H -4.001737 -2.179625 -2.887503 0.1 0.8 -0.4
H -3.468348 -0.540987 -2.382703 0.5 0.0 0.3
H -3.169691 -1.051962 -4.039220 0.5 -0.1 -0.6
C 3.663263 -1.649609 4.760411 -0.3 0.2 -0.3
O 3.714596 -1.210921 3.393724 -0.3 0.2 1.0
C 3.441299 0.186387 3.210518 -0.4 -0.2 -1.6
C 4.636317 1.087889 3.412313 -2.1 1.1 1.0
O 5.602045 0.865438 2.441898 1.3 0.7 0.2
C 6.806160 1.640399 2.766437 -1.5 -0.8 0.6
H 4.383922 -1.146032 5.409910 0.4 -0.1 -0.2
H 3.810632 -2.737122 4.757639 0.2 0.4 0.0
H 2.703968 -1.446623 5.257080 -0.2 0.0 -0.5
H 2.533001 0.575559 3.717046 0.6 -0.5 0.3
H 3.149391 0.275480 2.121524 0.4 -0.2 0.9
H 5.026292 0.989989 4.437286 0.2 -0.2 -0.1
H 4.177911 2.126330 3.387311 0.8 -0.8 -0.2
H 7.060085 1.438473 3.835069 0.0 0.3 -0.7
H 6.617943 2.715926 2.617368 0.2 -0.4 -0.1
H 7.549813 1.203000 2.135353 0.7 0.2 -0.4
C -0.405573 -2.518499 -1.766055 -0.3 -1.4 1.2
O -1.459012 -2.936082 -2.609309 0.2 -0.2 -1.1
C -1.236419 -4.145483 -3.330097 -0.1 0.7 -1.4
C -2.448018 -4.324144 -4.350528 2.0 -1.0 1.1
O -3.483378 -4.975033 -3.609525 -0.3 0.7 -0.4
C -4.673137 -5.056679 -4.393121 0.1 0.6 -0.5
H -0.314961 -3.322553 -0.997377 0.1 0.7 0.0
H -0.800539 -1.625009 -1.304023 0.3 0.2 0.2
H 0.618985 -2.369979 -2.153265 -0.6 0.1 -0.7
H -1.197112 -5.019236 -2.668563 -0.1 0.0 0.1
H -0.240492 -4.073635 -3.870446 -1.1 -0.1 0.3
H -2.081455 -4.952338 -5.230734 -0.6 0.6 1.0
H -2.734906 -3.334017 -4.702237 -0.2 0.0 -0.1
H -5.529987 -5.428437 -3.797257 0.8 0.0 -0.2
H -4.417173 -5.749469 -5.225778 -0.7 0.4 0.2
H -4.974481 -4.029416 -4.779392 0.4 -1.1 0.2
C -7.023313 4.574545 1.805417 -0.2 -0.5 -1.8
O -6.397185 3.332364 2.077258 -0.5 -0.3 -0.2
C -6.976627 2.289482 1.277212 0.0 0.7 -0.5
C -6.238028 1.008778 1.467591 0.7 0.2 0.7
O -4.884397 1.210359 1.110908 0.2 0.3 0.2
C -3.895962 0.443423 1.800842 0.0 -0.5 -0.2
H -8.064024 4.673542 2.124266 -0.1 -0.5 0.1
H -6.973847 4.712965 0.704011 -0.3 0.1 0.4
H -6.500413 5.402669 2.205037 0.9 0.5 0.8
H -7.072938 2.557715 0.197829 0.5 0.2 0.6
H -7.983637 2.102958 1.593843 -0.9 0.0 0.4
H -6.696910 0.239672 0.860544 -0.2 -0.4 -0.4
H -6.411857 0.719488 2.519591 0.6 -0.1 -0.1
H -4.116313 -0.630423 1.617026 0.2 0.4 0.4
H -3.889199 0.680719 2.886722 -0.1 -0.2 -0.4
H -2.890112 0.660160 1.367839 -1.0 0.0 0.2
C -1.489751 5.820527 -2.700826 -0.6 2.1 -0.3
O -1.143068 4.889869 -3.667769 0.2 -1.5 0.0
C -1.897088 3.681495 -3.461073 0.2 0.3 -0.2
C -1.575657 2.598179 -4.455788 0.7 -0.5 -0.1
O -0.448719 1.804415 -4.085582 0.5 -0.1 -0.3
C 0.798517 2.181146 -4.692073 -1.0 1.0 -0.2
H -1.256158 5.557896 -1.662772 0.0 -0.3 -0.2
H -2.562888 6.078069 -2.814573 0.1 -0.3 0.5
H -1.006410 6.796326 -2.936679 0.1 -0.8 0.1
H -2.952553 3.906469 -3.636590 -0.2 0.2 0.4
H -1.731063 3.276876 -2.436659 -0.2 0.3 -0.5
H -1.440534 2.943143 -5.480807 0.1 0.5 0.0
H -2.418974 1.919922 -4.523245 -0.2 -0.2 0.3
H 1.447588 2.697355 -3.996314 0.0 0.4 0.4
H 0.553154 2.886337 -5.514881 0.6 -0.6 0.2
H 1.367774 1.324766 -5.014160 -0.2 -0.6 -0.4
C -2.269945 -3.639504 3.888634 2.1 1.3 1.5
O -1.133934 -3.144253 3.143098 -0.6 -0.2 0.5
C 0.044438 -3.752193 3.602471 0.7 0.9 -0.1
C 1.214259 -3.285545 2.729383 -0.4 0.7 0.2
O 0.867413 -3.462888 1.384171 0.6 -0.2 -0.1
C 0.987087 -4.813919 0.992499 -0.9 0.6 -0.2
H -2.344244 -3.063403 4.878126 -0.3 -0.5 -1.4
H -2.050333 -4.655124 4.190635 -0.4 -0.6 -0.2
H -3.093499 -3.545835 3.235798 -1.2 0.1 -0.3
H -0.096758 -4.817986 3.560681 0.2 -0.7 0.0
H 0.263285 -3.491456 4.641193 0.0 0.1 0.3
H 2.166015 -3.803867 3.007303 -0.6 0.2 -0.2
H 1.379464 -2.191447 2.794043 -0.1 -0.6 0.5
H 2.013760 -5.125136 1.163356 0.1 -0.5 -0.1
H 0.736616 -4.747057 -0.063742 0.2 -0.7 -0.1
H 0.238666 -5.449640 1.520489 0.6 0.2 -0.4
C -3.261752 -3.098179 0.142459 -0.6 -0.1 -1.0
O -4.481437 -3.382604 0.832990 -0.2 -0.2 -0.4
C -5.624653 -3.559864 -0.022037 0.8 -0.4 0.7
C -5.912322 -5.008987 -0.358104 0.5 -0.8 -1.7
O -7.084768 -5.019249 -1.163738 -0.6 -0.3 -0.5
C -7.487953 -6.336989 -1.645074 1.3 2.3 -0.2
H -2.804024 -3.972000 -0.369060 -0.4 0.3 0.3
H -2.581313 -2.708479 0.862811 0.6 0.2 0.7
H -3.403440 -2.314576 -0.629468 -0.1 -0.3 0.3
H -5.423323 -3.020528 -0.949689 -0.5 0.2 0.1
H -6.500021 -3.244876 0.562239 0.2 0.6 -0.5
H -6.149716 -5.581642 0.507954 0.2 -0.5 1.1
H -5.073811 -5.522504 -0.916722 -0.5 0.6 0.6
H -6.895313 -6.537713 -2.537475 0.1 -0.5 0.0
H -8.511472 -6.250882 -1.939324 -0.7 -0.1 0.0
H -7.314859 -7.047247 -0.875606 0.0 -0.9 0.6
C 5.114923 1.817217 -3.399303 0.3 -0.7 -0.5
O 5.039308 1.280761 -2.105624 -0.1 0.0 0.8
C 6.160086 1.520367 -1.285604 0.4 -0.7 0.2
C 7.257963 0.471943 -1.454406 -0.6 -0.3 -1.9
O 7.867458 0.612999 -2.733600 -0.7 0.6 -1.1
C 8.956142 -0.221673 -2.995516 0.8 0.0 1.1
H 4.099329 1.881375 -3.743858 -0.5 0.1 -0.3
H 5.675774 1.136495 -4.048364 0.0 0.2 -0.1
H 5.574080 2.800089 -3.458544 0.1 0.3 0.3
H 5.842221 1.431342 -0.232800 -0.1 0.3 -0.3
H 6.542439 2.505515 -1.509703 0.3 0.5 0.2
H 6.728203 -0.501605 -1.475566 0.6 0.2 0.8
H 8.080773 0.585668 -0.777658 0.1 -0.2 1.3
H 9.281311 -0.173018 -4.032606 -0.3 0.4 0.0
H 8.773007 -1.268772 -2.771459 -0.4 -0.3 0.1
H 9.793065 0.080479 -2.334490 0.0 -0.1 -0.3
C 0.892706 3.777269 0.435875 1.7 -1.0 -1.4
O 1.916362 4.475422 1.111107 -0.6 0.5 1.5
C 3.183770 3.939223 0.901052 -0.3 -0.1 -2.3
C 4.258933 4.757399 1.517156 1.5 0.3 1.6
O 4.654773 4.347632 2.867591 -1.3 -1.2 -0.9
C 5.436084 5.235551 3.602572 0.9 0.7 -2.0
H 1.119425 2.688078 0.595962 -0.7 0.7 -0.3
H 0.990580 4.011039 -0.672442 -0.2 -0.5 0.9
H -0.093138 4.051980 0.762485 -0.2 0.3 0.5
H 3.299552 3.989408 -0.228213 0.5 -0.1 0.8
H 3.297358 2.869190 1.123935 -0.3 0.0 0.4
H 3.950527 5.786928 1.651096 -0.2 0.4 -0.6
H 5.152710 4.676298 0.879673 -0.1 0.2 0.1
H 6.453066 5.284222 3.170703 0.3 -0.6 0.5
H 5.434721 4.926426 4.635904 0.0 0.2 0.2
H 5.151037 6.263072 3.376453 -0.7 0.3 0.8
C 0.462281 -0.039373 0.759395 1.1 -0.3 0.8
C -0.291007 0.622252 -0.316388 -0.7 0.7 -2.8
O -1.526676 0.804460 -0.316092 1.5 -0.2 0.5
N 0.415905 0.982958 -1.458887 -1.1 -0.7 3.0
C 1.779986 0.827272 -1.769993 1.4 0.5 0.3
H -0.215414 -0.368893 1.526263 -0.2 0.3 0.5
H 1.289481 0.596846 1.155670 -0.8 -0.4 -0.1
H 0.925388 -0.974811 0.437322 0.1 0.1 -0.4
H -0.145286 1.300869 -2.189232 -1.2 0.6 -1.4
H 1.894840 0.213409 -2.665767 0.3 -0.2 0.2
H 2.327650 0.428805 -0.910096 0.0 -0.3 -0.3
H 2.262748 1.809305 -1.942262 -0.2 -0.3 -0.1
C 3.073747 -4.078298 -2.413684 -0.4 0.7 -1.6
C 3.598361 -2.885622 -3.232533 0.0 -0.7 -0.1
O 2.825793 -2.211777 -3.894074 -0.2 0.5 -0.2
N 4.932543 -2.739002 -3.227076 -0.1 -0.6 -0.3
C 5.707452 -1.757358 -3.972087 0.1 -1.6 -0.4
H 2.357711 -4.566007 -3.130248 0.9 -0.1 0.8
H 2.469852 -3.716090 -1.610008 -0.4 0.3 0.7
H 3.891645 -4.659041 -2.023733 0.0 -0.7 0.0
H 5.441686 -3.278974 -2.540084 0.0 0.2 0.0
H 4.985242 -1.090726 -4.436303 0.3 0.2 -0.1
H 6.355774 -2.311134 -4.763285 -1.0 1.2 1.3
H 6.299593 -1.295460 -3.186500 0.4 0.5 -0.7
C -3.346744 4.972654 3.750706 0.5 0.4 -0.1
C -2.736249 4.710998 2.399350 0.3 0.5 -1.4
O -1.797682 5.385247 1.925580 -0.8 -0.7 1.1
N -3.351723 3.794257 1.616831 0.5 0.0 0.3
C -2.975387 3.768765 0.207541 -0.8 -0.6 -0.8
H -4.120510 4.269556 4.040738 -0.3 0.1 -0.2
H -3.674226 6.023020 3.712695 -0.3 -0.4 0.2
H -2.577157 4.936292 4.508901 0.4 0.0 0.2
H -4.183616 3.294143 1.951615 0.5 0.3 -0.5
H -2.828591 4.789426 -0.141038 0.3 0.0 0.2
H -3.876130 3.415497 -0.316279 0.4 -0.3 0.0
H -2.099278 3.131882 -0.116785 -0.9 0.5 0.8
C 4.485159 -1.727704 -0.022980 -2.5 1.2 -0.5
C 5.828226 -2.338845 0.007555 -0.9 0.7 0.9
O 6.246594 -3.062484 -0.888426 0.9 -0.2 0.7
N 6.466954 -1.986084 1.149677 0.9 -0.9 0.2
C 7.764028 -2.613659 1.406505 -0.7 0.5 1.7
H 3.690534 -2.330158 0.463001 0.7 0.1 0.3
H 4.069900 -1.641043 -1.036267 0.6 0.2 0.1
H 4.451067 -0.706347 0.437257 0.2 -0.9 -0.3
H 6.002140 -1.437827 1.886787 0.2 -0.3 -0.9
H 8.538849 -1.893577 1.170754 0.5 -0.3 -0.1
H 7.767777 -3.503895 0.831156 0.6 -0.6 -0.9
H 7.867041 -2.968605 2.465764 -0.2 0.7 -0.7
```
Positions in Å, forces in eV/Å.

The calculation puts the HOMO-LUMO gap at 9.226 eV. The HOMO energy is -8.7964 eV.

=====

No. 2
The following is a DFT calculation (ωB97M-V with the def2-TZVPD basis set) of a single CH2BrCl2P molecule in a non-equilibrium geometry.

XYZ file:
```
7
Properties=species:S:1:pos:R:3:forces:R:3
C -1.253507 0.056537 -0.472418 1.2 -2.2 2.4
P -0.276496 0.338442 -1.827735 0.4 -0.9 0.3
Cl -1.355276 1.771272 -2.706199 -0.7 0.5 -1.2
Cl 1.295558 1.472821 -1.372509 0.7 0.2 0.4
Br 1.150708 -1.961618 -1.233112 -0.2 0.5 -0.6
H -0.754825 -0.675686 0.235524 -0.3 1.2 -0.7
H -2.293682 -0.099165 -0.338858 -1.0 0.7 -0.7
```
Positions in Å, forces in eV/Å.

The structure (SMILES) is C=P(Cl)(Cl)Br. The calculation puts the HOMO-LUMO gap (alpha / beta) at 7.370 / 6.592 eV. The HOMO energy (alpha / beta) is -9.4615 / -9.5767 eV.